{
  "formula": "C42H30Cl5InN5OS2Sb",
  "method": "ωB97M-V with the def2-TZVPD basis set",
  "homo_ev": -13.655,
  "lumo_energy_ev": -5.6,
  "total_charge": 2,
  "elements": ["In", "N", "C", "N", "C", "N", "C", "C", "N", "C", "C", "N", "H", "H", "H", "H", "H", "Cl", "C", "C", "C", "Cl", "C", "Cl", "C", "Cl", "C", "Cl", "S", "Sb", "C", "C", "C", "C", "C", "C", "C", "C", "C", "C", "C", "C", "C", "C", "C", "C", "C", "C", "H", "H", "H", "H", "H", "H", "H", "H", "H", "H", "H", "H", "H", "H", "H", "O", "S", "C", "C", "C", "C", "C", "C", "C", "C", "C", "C", "C", "C", "H", "H", "H", "H", "H", "H", "H", "H", "H", "H"],
  "xyz": [[-0.1182, 0.4064, 0.6619], [2.3796, 2.3493, 3.6549], [2.3436, 1.4816, 2.6489], [1.0854, 1.3457, 2.2700], [0.3903, 2.1829, 3.0997], [1.1510, 2.8077, 3.9570], [-1.0655, 2.3168, 2.9937], [-1.8200, 3.1423, 3.8155], [-3.1383, 3.2230, 3.6833], [-3.7094, 2.4767, 2.7460], [-2.9659, 1.6474, 1.9141], [-1.6448, 1.5805, 2.0415], [3.1807, 2.6770, 4.1734], [3.2009, 0.9868, 2.2226], [-1.3466, 3.7381, 4.5862], [-4.7861, 2.5372, 2.6458], [-3.4287, 1.0342, 1.1515], [-1.9125, 0.2720, -1.9068], [-0.2542, -0.0911, -2.2948], [0.6510, -0.1608, -1.2495], [1.9689, -0.4416, -1.5506], [3.1139, -0.5358, -0.2453], [2.3928, -0.6633, -2.8584], [4.0240, -1.0647, -3.1927], [1.4604, -0.5742, -3.8939], [1.9505, -0.8531, -5.5089], [0.1224, -0.2799, -3.6176], [-1.0218, -0.1493, -4.8831], [-1.2715, -1.5278, 1.7716], [-0.1873, -3.3844, 0.8773], [-0.3159, -3.4319, -1.2103], [0.8103, -3.5799, -2.0131], [0.6561, -3.6744, -3.3901], [-0.6104, -3.6170, -3.9549], [-1.7315, -3.4567, -3.1497], [-1.5893, -3.3661, -1.7733], [1.7993, -3.3074, 1.5409], [2.7594, -4.1719, 1.0224], [4.0674, -4.0935, 1.4783], [4.4085, -3.1725, 2.4594], [3.4411, -2.3331, 2.9962], [2.1337, -2.3940, 2.5352], [-1.1378, -5.0869, 1.6098], [-1.6124, -6.0419, 0.7171], [-2.2247, -7.1838, 1.2151], [-2.3567, -7.3592, 2.5850], [-1.8791, -6.4000, 3.4698], [-1.2652, -5.2560, 2.9860], [1.8058, -3.6037, -1.5865], [1.5290, -3.7905, -4.0203], [-0.7248, -3.6928, -5.0285], [-2.7170, -3.4045, -3.5932], [-2.4680, -3.2423, -1.1499], [2.5029, -4.9181, 0.2800], [4.8169, -4.7611, 1.0746], [5.4275, -3.1244, 2.8204], [3.7027, -1.6452, 3.7912], [1.3752, -1.7442, 2.9582], [-1.5083, -5.9079, -0.3531], [-2.5971, -7.9352, 0.5317], [-2.8348, -8.2510, 2.9682], [-1.9845, -6.5443, 4.5366], [-0.8947, -4.5091, 3.6786], [-0.1281, 2.4563, -0.2078], [-1.2040, 3.4309, -0.6951], [-0.7868, 3.6894, -2.4034], [0.3071, 3.0402, -2.9524], [0.5749, 3.2215, -4.3029], [-0.2434, 4.0351, -5.0733], [-1.3387, 4.6748, -4.5045], [-1.6226, 4.4996, -3.1602], [-0.7894, 4.9843, 0.0403], [-1.7332, 5.5457, 0.8888], [-1.4332, 6.7371, 1.5374], [-0.2017, 7.3392, 1.3302], [0.7365, 6.7660, 0.4738], [0.4466, 5.5831, -0.1809], [0.9293, 2.4066, -2.3338], [1.4257, 2.7261, -4.7531], [-0.0293, 4.1713, -6.1251], [-1.9757, 5.3050, -5.1102], [-2.4803, 4.9875, -2.7109], [-2.6958, 5.0671, 1.0291], [-2.1618, 7.1941, 2.1938], [0.0302, 8.2709, 1.8294], [1.6872, 7.2552, 0.3090], [1.1585, 5.1341, -0.8633]],
  "forces_ev_per_a": [[-0.161, -0.142, 0.027], [0.034, 0.001, -0.004], [0.012, 0.017, 0.008], [-0.024, -0.008, 0.010], [-0.008, -0.019, -0.029], [0.006, -0.007, -0.012], [-0.018, 0.003, -0.030], [-0.017, -0.005, 0.012], [0.007, 0.005, -0.007], [0.007, 0.008, -0.002], [0.016, -0.005, 0.032], [-0.011, 0.033, -0.024], [0.026, 0.012, 0.016], [-0.006, 0.006, 0.008], [-0.006, 0.002, -0.008], [0.013, 0.000, 0.005], [-0.002, -0.001, -0.006], [-0.014, -0.025, 0.002], [0.030, -0.089, 0.010], [0.059, -0.023, -0.043], [-0.040, 0.033, -0.004], [0.002, 0.005, -0.013], [0.026, 0.014, -0.005], [-0.002, -0.002, -0.008], [-0.001, 0.025, -0.001], [-0.003, 0.005, -0.010], [-0.030, -0.017, -0.007], [0.005, -0.001, 0.005], [0.005, 0.090, 0.028], [0.067, -0.025, -0.074], [-0.045, -0.024, 0.015], [0.006, 0.023, -0.005], [0.009, -0.019, 0.028], [-0.016, -0.013, 0.002], [0.011, 0.011, -0.019], [0.015, -0.008, 0.000], [-0.010, 0.023, 0.009], [-0.004, -0.013, 0.007], [0.003, -0.008, -0.011], [-0.004, 0.007, 0.007], [0.005, -0.008, 0.004], [0.002, -0.002, -0.005], [-0.012, 0.015, -0.003], [0.010, -0.006, 0.009], [-0.001, -0.003, -0.006], [-0.003, -0.008, 0.003], [0.001, 0.002, 0.003], [-0.007, -0.003, -0.004], [0.013, -0.028, 0.028], [-0.007, -0.005, -0.002], [0.001, 0.003, 0.008], [0.005, -0.003, -0.001], [-0.004, -0.004, 0.004], [-0.014, 0.006, -0.023], [-0.003, 0.008, 0.008], [-0.009, 0.000, -0.003], [0.002, -0.009, -0.005], [-0.001, -0.005, 0.004], [-0.003, -0.003, 0.003], [0.003, 0.006, 0.007], [0.006, 0.009, -0.004], [0.000, 0.000, -0.008], [-0.001, 0.000, 0.002], [0.098, 0.095, 0.179], [-0.039, -0.038, -0.053], [-0.007, 0.016, -0.023], [0.009, 0.059, 0.015], [-0.007, 0.029, -0.006], [0.020, -0.013, -0.010], [-0.012, 0.004, 0.007], [-0.007, -0.002, -0.015], [0.009, 0.001, -0.011], [-0.013, -0.007, 0.014], [-0.006, 0.000, -0.004], [0.011, 0.005, -0.005], [-0.012, 0.012, 0.003], [0.015, -0.010, -0.015], [0.006, 0.053, -0.019], [0.003, -0.002, 0.000], [-0.004, 0.000, 0.011], [0.007, -0.004, 0.005], [0.014, -0.003, -0.008], [0.006, -0.002, 0.009], [0.009, -0.005, -0.009], [-0.003, -0.013, -0.005], [-0.007, -0.007, 0.003], [-0.007, 0.004, 0.012]]
}